Record 1
The following is a DFT calculation (ωB97M-V/def2-TZVPD) of a 3-piece molecular cluster, C35H53BINO12P2S2 overall in a non-equilibrium geometry.

* SMILES: CCCOc1c([PH2]=S)cc(P(CC)CC)c2c1N(O)c1c(CC(=O)I)c(CCCC(=O)OCC)cc(B(O)CC)c1S2.COC(=O)OC.COC(=O)OC
* frontier orbital gap: 8.3 eV

```
! RIJCOSX wB97M-V def2-TZVPD def2/J DEFGRID3
* xyz 0 1
C 1.977 -2.653 3.959
C 1.176 -2.818 2.658
C 1.065 -1.500 1.836
O 1.915 -0.451 2.367
C 2.467 0.316 1.390
C 3.398 -0.131 0.460
P 3.953 -1.868 0.513
S 3.035 -3.014 -0.775
C 3.910 0.698 -0.504
C 3.557 2.028 -0.596
P 4.248 3.128 -1.908
C 4.821 1.911 -3.208
C 6.249 1.351 -2.903
C 2.821 3.968 -2.777
C 1.564 3.060 -2.934
C 2.636 2.476 0.338
C 2.090 1.640 1.291
N 1.100 2.108 2.211
O 1.673 2.985 3.167
C 0.033 2.764 1.529
C -1.260 2.357 1.750
C -1.485 1.188 2.695
C -1.478 1.724 4.149
O -1.034 2.784 4.462
I -2.377 0.413 5.623
C -2.304 2.974 1.085
C -3.761 2.558 1.209
C -4.344 2.493 2.627
C -5.695 1.755 2.516
C -5.446 0.308 2.147
O -4.330 -0.178 2.275
O -6.464 -0.444 1.630
C -5.988 -1.351 0.613
C -7.177 -1.905 -0.188
C -2.013 4.021 0.236
C -0.716 4.459 -0.010
B -0.390 5.664 -0.989
O -0.489 5.553 -2.359
C 0.070 7.062 -0.386
C -1.130 8.006 -0.107
C 0.286 3.787 0.642
S 2.024 4.158 0.398
H 2.184 -3.616 4.442
H 1.381 -2.073 4.671
H 2.950 -2.182 3.797
H 0.166 -3.148 2.918
H 1.607 -3.561 1.975
H 1.287 -1.700 0.783
H 0.019 -1.168 1.865
H 5.355 -1.923 0.340
H 3.734 -2.296 1.841
H 4.607 0.260 -1.214
H 4.131 1.060 -3.121
H 4.731 2.375 -4.191
H 6.214 0.259 -2.841
H 6.922 1.603 -3.725
H 6.577 1.756 -1.942
H 3.167 4.206 -3.789
H 2.578 4.869 -2.213
H 1.807 1.995 -2.978
H 1.091 3.317 -3.893
H 0.805 3.284 -2.180
H 1.760 2.463 3.974
H -0.600 0.542 2.649
H -2.403 0.630 2.503
H -4.376 3.271 0.644
H -3.857 1.611 0.660
H -3.763 1.910 3.341
H -4.533 3.479 3.061
H -6.313 1.822 3.418
H -6.265 2.207 1.690
H -5.351 -0.805 -0.089
H -5.478 -2.211 1.052
H -6.838 -2.863 -0.604
H -8.028 -2.140 0.456
H -7.441 -1.275 -1.039
H -2.822 4.535 -0.280
H 0.307 5.947 -2.740
H 0.720 7.574 -1.116
H 0.647 6.950 0.541
H -1.898 7.949 -0.885
H -0.819 9.056 -0.055
H -1.552 7.790 0.882
C 0.051 -5.003 -1.345
O -0.982 -4.016 -1.264
C -0.929 -3.255 -0.171
O -0.112 -3.339 0.710
O -1.936 -2.379 -0.220
C -1.987 -1.498 0.902
H -0.100 -5.551 -2.270
H 1.033 -4.531 -1.372
H -0.014 -5.698 -0.509
H -1.076 -0.901 0.958
H -2.136 -2.057 1.825
H -2.829 -0.832 0.762
C 1.554 -9.400 -5.414
O 1.283 -8.127 -4.827
C 1.701 -8.006 -3.564
O 2.260 -8.857 -2.923
O 1.389 -6.782 -3.141
C 1.779 -6.507 -1.792
H 1.170 -9.371 -6.430
H 2.626 -9.588 -5.447
H 1.045 -10.192 -4.867
H 2.859 -6.580 -1.679
H 1.276 -7.184 -1.102
H 1.473 -5.489 -1.566
*
```

Record 2
The following is a DFT calculation (ωB97M-V/def2-TZVPD) of C35H53HfN4OP2 as an isolated structure in a non-equilibrium geometry.

* ΔE to the lowest compared entry with this formula, charge and spin: 1.662 eV
* frontier orbital gap: 5.4 eV

```
! RIJCOSX wB97M-V def2-TZVPD def2/J DEFGRID3
* xyz 3 1
C 1.737 1.851 2.126
C -0.100 2.719 0.977
C 2.018 3.097 2.681
C 0.003 3.939 1.682
C 1.076 4.128 2.535
H 2.940 3.225 3.236
H -0.725 4.721 1.466
H 1.211 5.067 3.067
N 0.541 1.635 1.531
P 1.907 -0.894 1.844
P -1.528 1.536 -1.483
C 2.764 0.740 2.047
H 3.415 0.897 1.169
H 3.428 0.763 2.921
C -0.540 -1.536 -1.272
O -0.722 -2.226 -2.199
C -0.791 2.649 -0.291
H -1.627 3.359 -0.233
C -1.339 2.930 -2.867
C -3.432 1.011 -1.412
C 3.133 -2.002 0.934
C 1.671 -1.329 3.658
C -0.619 2.186 -3.994
H -1.195 1.318 -4.347
H -0.477 2.871 -4.846
H 0.371 1.840 -3.675
C -2.640 3.567 -3.370
H -3.383 2.866 -3.761
H -3.104 4.197 -2.597
H -2.374 4.245 -4.200
C -0.505 4.124 -2.381
H -0.253 4.757 -3.242
H -1.046 4.737 -1.652
H 0.437 3.815 -1.931
C -3.745 0.418 -2.800
H -3.107 -0.458 -2.998
H -4.795 0.084 -2.823
H -3.604 1.120 -3.630
C -3.638 -0.105 -0.389
H -3.002 -0.977 -0.591
H -3.462 0.233 0.639
H -4.684 -0.448 -0.444
C -4.324 2.181 -1.013
H -4.353 2.988 -1.747
H -5.354 1.813 -0.901
H -4.014 2.597 -0.048
C 1.248 -2.801 3.744
H 0.954 -3.022 4.781
H 0.382 -3.013 3.105
H 2.056 -3.494 3.481
C 0.545 -0.452 4.224
H 0.777 0.617 4.168
H -0.414 -0.622 3.723
H 0.407 -0.706 5.286
C 2.918 -1.074 4.523
H 2.718 -1.478 5.526
H 3.822 -1.562 4.148
H 3.122 -0.005 4.646
C 3.672 -1.277 -0.312
H 4.339 -0.449 -0.045
H 4.253 -1.999 -0.907
H 2.871 -0.879 -0.947
C 2.379 -3.273 0.495
H 1.583 -3.053 -0.235
H 3.100 -3.949 0.007
H 1.926 -3.811 1.341
C 4.311 -2.364 1.847
H 4.843 -1.469 2.198
H 4.014 -2.980 2.707
H 5.026 -2.958 1.257
Hf -0.110 -0.214 0.391
N 1.070 0.689 -1.033
C 1.160 1.873 -1.378
C 2.334 2.430 -2.089
C 2.982 1.575 -3.000
C 2.876 3.705 -1.833
C 4.118 2.002 -3.688
H 2.586 0.567 -3.140
C 3.989 4.144 -2.558
H 2.423 4.347 -1.070
C 4.607 3.294 -3.486
H 4.595 1.312 -4.389
H 4.383 5.152 -2.412
H 5.475 3.632 -4.052
C -2.786 -4.915 1.955
N -2.437 -3.501 2.017
C -3.027 -2.543 2.838
C -2.432 -1.353 2.546
N -1.481 -1.573 1.537
C -1.499 -2.897 1.273
H -2.558 -5.408 2.912
H -3.861 -5.030 1.748
H -2.205 -5.386 1.151
H -3.809 -2.788 3.541
H -2.616 -0.365 2.958
H -0.910 -3.403 0.514
*
```

Record 3
The following is a DFT calculation (ωB97M-V/def2-TZVPD) of C35H53N4OP2Ti as an isolated structure in a non-equilibrium geometry.

* frontier orbital gap (spin up / spin down): 5.3 / 5.5 eV

```
! RIJCOSX wB97M-V def2-TZVPD def2/J DEFGRID3
* xyz 3 1
C 0.865 -2.671 0.236
C 0.831 -1.147 -1.556
C 1.117 -3.724 -0.636
C 1.257 -2.128 -2.452
C 1.364 -3.438 -1.979
H 1.138 -4.736 -0.236
H 1.468 -1.855 -3.487
H 1.616 -4.242 -2.671
N 0.951 -1.413 -0.224
P 0.423 -1.174 2.519
P -0.548 1.520 -2.400
C 0.449 -2.829 1.678
H -0.560 -3.272 1.735
H 1.116 -3.545 2.174
C -0.618 2.281 0.525
O -1.376 3.175 0.564
C 0.594 0.302 -1.783
H 1.578 0.754 -2.038
C -1.374 0.958 -4.072
C 0.558 3.087 -2.730
C -1.163 -1.156 3.558
C 1.989 -1.367 3.567
C -2.883 1.026 -3.765
H -3.175 2.040 -3.457
H -3.451 0.760 -4.667
H -3.173 0.336 -2.968
C -1.123 1.812 -5.323
H -1.286 2.882 -5.158
H -0.129 1.646 -5.754
H -1.849 1.497 -6.088
C -0.913 -0.463 -4.371
H -1.533 -0.880 -5.181
H 0.136 -0.494 -4.696
H -1.023 -1.121 -3.506
C -0.446 4.237 -2.926
H -1.021 4.396 -2.003
H 0.104 5.161 -3.151
H -1.162 4.061 -3.736
C 1.447 3.445 -1.533
H 0.875 3.596 -0.613
H 2.231 2.705 -1.346
H 1.958 4.394 -1.767
C 1.501 2.875 -3.918
H 0.994 2.884 -4.883
H 2.226 3.703 -3.932
H 2.072 1.943 -3.823
C 2.064 -0.186 4.543
H 3.048 -0.205 5.036
H 1.972 0.781 4.025
H 1.304 -0.240 5.334
C 3.183 -1.308 2.602
H 3.163 -2.119 1.863
H 3.226 -0.355 2.067
H 4.108 -1.408 3.188
C 2.097 -2.697 4.341
H 2.970 -2.617 5.006
H 1.228 -2.915 4.967
H 2.276 -3.552 3.679
C -2.371 -1.541 2.684
H -2.319 -2.578 2.330
H -3.280 -1.445 3.300
H -2.477 -0.879 1.818
C -1.378 0.274 4.082
H -1.550 0.986 3.263
H -2.274 0.278 4.720
H -0.537 0.633 4.689
C -1.084 -2.136 4.736
H -0.883 -3.164 4.407
H -0.347 -1.831 5.490
H -2.065 -2.141 5.237
Ti 0.400 0.503 0.484
N -1.523 0.143 0.124
C -1.528 -0.318 -1.043
C -2.493 -1.371 -1.477
C -3.852 -1.192 -1.155
C -2.089 -2.602 -2.021
C -4.797 -2.170 -1.475
H -4.155 -0.272 -0.649
C -3.033 -3.574 -2.360
H -1.025 -2.791 -2.162
C -4.388 -3.361 -2.088
H -5.850 -2.001 -1.242
H -2.695 -4.502 -2.828
H -5.121 -4.127 -2.346
C 0.934 3.064 3.087
C 2.057 2.611 2.239
N 2.057 1.696 1.260
C 3.354 1.675 0.727
C 4.107 2.597 1.379
N 3.271 3.179 2.319
H 1.346 3.475 4.022
H 0.350 3.851 2.587
H 0.265 2.227 3.333
H 3.631 1.003 -0.074
H 5.136 2.884 1.250
H 3.511 3.917 2.978
*
```

Record 4
The following is a DFT calculation (ωB97M-V/def2-TZVPD) of C35H54BCaN9O7 as an isolated structure in a non-equilibrium geometry.

* ΔE to the lowest compared entry with this formula, charge and spin: 0.775 eV
* frontier orbital gap: 7.6 eV

```
! RIJCOSX wB97M-V def2-TZVPD def2/J DEFGRID3
* xyz -2 1
Ca 0.467 -0.025 0.668
O -1.606 2.507 2.737
C -0.581 3.309 3.294
C 0.629 3.493 2.398
N 1.331 2.263 2.076
C 2.451 2.569 1.186
C 3.235 1.319 0.750
O 4.452 1.422 0.635
O 2.532 0.265 0.550
C 1.745 1.559 3.287
C 0.623 0.673 3.858
O 0.605 0.464 5.070
O -0.174 0.198 2.978
H -1.267 1.590 2.721
H -0.273 2.923 4.274
H -1.005 4.305 3.458
H 1.311 4.187 2.931
H 0.330 3.966 1.460
H 3.168 3.266 1.645
H 2.034 3.043 0.294
H 2.098 2.245 4.070
H 2.569 0.885 3.044
C 2.527 -3.765 -3.618
C 2.135 -2.336 -3.430
C 2.824 -1.190 -3.756
C 1.974 -0.139 -3.348
N 0.877 -0.616 -2.786
N 0.971 -1.964 -2.858
B -0.150 -2.931 -2.434
N 0.252 -3.626 -1.093
N 0.766 -2.954 -0.008
C 1.099 -3.902 0.868
C 0.849 -5.181 0.346
C 0.336 -4.962 -0.906
C -0.117 -6.005 -1.880
C 1.764 -3.661 2.204
C 0.976 -4.388 3.299
C 3.190 -4.229 2.137
C 1.840 -2.182 2.535
N -1.542 -2.247 -2.402
N -1.841 -1.340 -3.362
C -3.134 -1.106 -3.271
C -3.714 -1.899 -2.260
C -2.662 -2.622 -1.733
C -2.711 -3.617 -0.620
C -3.777 -0.119 -4.222
C -5.181 0.240 -3.740
C -2.917 1.145 -4.303
C -3.868 -0.754 -5.616
C 2.125 1.335 -3.646
C 1.734 1.555 -5.116
C 1.200 2.169 -2.769
C 3.577 1.770 -3.431
H 3.543 -3.812 -4.010
H 1.860 -4.273 -4.318
H 2.496 -4.316 -2.676
H 3.798 -1.133 -4.215
H -0.234 -3.820 -3.252
H 1.033 -6.139 0.805
H 0.420 -6.934 -1.679
H 0.062 -5.709 -2.909
H -1.186 -6.209 -1.779
H 0.916 -5.462 3.104
H -0.039 -3.993 3.363
H 1.461 -4.239 4.268
H 3.181 -5.299 1.914
H 3.699 -4.077 3.093
H 3.761 -3.721 1.358
H 0.838 -1.754 2.576
H 2.436 -1.658 1.786
H 2.300 -2.030 3.514
H -4.737 -1.921 -1.920
H -3.756 -3.811 -0.369
H -2.210 -3.238 0.268
H -2.249 -4.562 -0.900
H -5.822 -0.644 -3.698
H -5.640 0.962 -4.423
H -5.146 0.679 -2.743
H -2.860 1.643 -3.332
H -3.337 1.847 -5.033
H -1.898 0.889 -4.593
H -4.505 -1.642 -5.594
H -2.874 -1.057 -5.948
H -4.283 -0.044 -6.340
H 0.703 1.234 -5.280
H 2.379 0.974 -5.781
H 1.820 2.613 -5.382
H 0.189 1.766 -2.759
H 1.162 3.201 -3.130
H 1.569 2.179 -1.748
H 4.262 1.204 -4.068
H 3.868 1.625 -2.388
H 3.688 2.832 -3.674
C -2.968 4.480 -0.591
N -2.698 3.084 -0.326
C -3.678 2.235 0.092
C -3.427 0.956 0.393
C -2.055 0.500 0.303
O -1.725 -0.659 0.638
N -1.092 1.365 -0.126
C -1.361 2.660 -0.413
O -0.522 3.489 -0.751
H -4.041 4.648 -0.498
H -2.638 4.750 -1.594
H -2.435 5.116 0.116
H -4.669 2.666 0.162
H -4.195 0.278 0.728
*
```